{"formula": "C2H4OS2", "method": "ωB97M-V with the def2-TZVPD basis set", "symbols": ["C", "C", "O", "S", "S", "H", "H", "H", "H"], "xyz": [[0.3596, -1.9022, 1.0004], [-0.4784, 1.4715, -0.8004], [0.5247, -3.0673, 1.1337], [1.1975, -0.9510, -0.1620], [0.6211, 0.8880, 0.5794], [-0.4456, -1.2718, 1.4791], [-0.7759, 2.3873, -0.4721], [-1.1804, 0.7805, -1.0337], [0.1775, 1.6651, -1.7244]], "forces_ev_per_angstrom": [[-1.042, 0.893, 0.808], [5.537, 0.169, -1.069], [0.017, -1.070, 0.538], [2.013, -3.406, -3.612], [-2.373, 4.368, 1.562], [0.309, -0.809, 0.236], [-1.385, 2.390, 0.766], [-2.219, -2.080, -0.415], [-0.858, -0.455, 1.185]], "mulliken_charge": [0.1678, -0.7181, -0.3619, -0.1721, -0.0347, 0.2050, 0.2804, 0.3415, 0.2920], "orbital_gap_ha": [0.2223, 0.2396], "lumo_energy_ha": [0.022, -0.119], "spin_multiplicity": 3, "homo_ev": [-5.462, -9.769], "s2": 2.011}